C3H14O4 | ωB97M-V/def2-TZVPD

## Properties
lowest unoccupied orbital energy: 0.3 eV
largest force on an atom: 1.11 eV/Å
orbital gap: 10.45 eV
SMILES: C=CC.O.O.O.O
energy above the lowest of the compared OMol25 structures with the same formula, charge and spin: 1.424 eV
highest occupied orbital energy: -10.155 eV

Each atom is followed by the atoms it is bonded to, with distances in Å.
Positions of all 21 atoms, in Å:
1 H 1.130 1.028 2.102  C6 1.095
2 H 0.699 2.213 3.326  C6 1.084
3 H 1.775 -0.666 -1.852  O15 0.960
4 H -2.744 2.146 2.050  C14 1.084
5 H 1.510 -2.185 -2.025  O15 0.972
6 C 0.685 2.016 2.260  H1 1.095, H2 1.084, C11 1.506, H13 1.092
7 H -0.812 2.810 0.872  C11 1.076
8 H -0.706 -0.122 0.339  O20 0.965
9 H -1.842 1.076 3.222  C14 1.078
10 H -1.092 -0.654 -1.024  O20 0.966
11 C -0.717 2.167 1.730  C6 1.506, H7 1.076, C14 1.327
12 H -0.564 -1.190 -4.080  O19 0.966
13 H 1.404 2.653 1.742  C6 1.092
14 C -1.796 1.721 2.359  H4 1.084, H9 1.078, C11 1.327
15 O 1.396 -1.317 -2.448  H3 0.960, H5 0.972
16 H 1.195 -3.873 0.581  O17 0.965
17 O 1.964 -3.531 0.109  H16 0.965, H18 0.967
18 H 1.752 -2.587 0.127  O17 0.967
19 O -1.269 -0.858 -4.653  H12 0.966, H21 0.961
20 O -0.766 -0.945 -0.162  H8 0.965, H10 0.966
21 H -1.202 0.097 -4.575  O19 0.961


C3H14O4 | ωB97M-V/def2-TZVPD

## Properties
lowest unoccupied orbital energy: 0.3 eV
largest force on an atom: 0.63 eV/Å
orbital gap: 10.43 eV
SMILES: CC(C)O.O.O.O
energy above the lowest of the compared OMol25 structures with the same formula, charge and spin: 0.632 eV
highest occupied orbital energy: -10.181 eV

Each atom is followed by the atoms it is bonded to, with distances in Å.
Positions of all 21 atoms, in Å:
1 C -1.265 -2.674 1.648  H10 1.089, H15 1.090, H18 1.091, C20 1.501
2 H 0.066 -0.994 3.972  O6 0.960
3 H 0.660 -1.943 2.092  C20 1.098
4 H -0.595 2.565 -1.941  O7 0.963
5 H 2.684 1.613 -2.625  O11 0.961
6 O -0.705 -1.341 3.518  H2 0.960, C20 1.432
7 O -0.742 1.761 -1.431  H4 0.963, H12 0.963
8 H -0.096 -0.393 0.347  C19 1.095
9 O 0.544 3.002 -3.882  H17 0.961, H21 0.964
10 H -1.105 -3.565 2.252  C1 1.089
11 O 2.187 1.404 -1.830  H5 0.961, H14 0.961
12 H 0.144 1.418 -1.271  O7 0.963
13 H -1.583 -0.081 1.167  C19 1.094
14 H 2.729 0.777 -1.344  O11 0.961
15 H -2.309 -2.370 1.724  C1 1.090
16 H -0.086 0.545 1.873  C19 1.088
17 H 0.911 2.971 -4.769  O9 0.961
18 H -1.042 -2.901 0.604  C1 1.091
19 C -0.526 -0.301 1.349  H8 1.095, H13 1.094, H16 1.088, C20 1.508
20 C -0.373 -1.573 2.144  C1 1.501, H3 1.098, O6 1.432, C19 1.508
21 H 0.500 2.082 -3.597  O9 0.964


C3H14O4 | ωB97M-V/def2-TZVPD

## Properties
lowest unoccupied orbital energy: 0.5 eV
largest force on an atom: 1.52 eV/Å
orbital gap: 10.51 eV
SMILES: CC(C)O.O.O.O
energy above the lowest of the compared OMol25 structures with the same formula, charge and spin: 0.725 eV
highest occupied orbital energy: -10.012 eV

Each atom is followed by the atoms it is bonded to, with distances in Å.
Positions of all 21 atoms, in Å:
1 C 0.056 1.351 1.214  H4 1.095, O14 1.449, C16 1.524, C18 1.504
2 O 2.941 -1.581 0.420  H11 0.976, H13 0.965
3 H -0.304 -0.646 2.048  C18 1.092
4 H -0.171 1.840 2.167  C1 1.095
5 H 1.665 0.310 1.396  O14 0.965
6 H -2.086 -2.924 -0.806  O21 0.960
7 O 0.469 -0.805 -2.264  H8 0.948, H12 0.966
8 H 0.391 0.109 -2.500  O7 0.948
9 H -1.693 0.114 1.282  C18 1.092
10 H 0.487 2.907 -0.030  C16 1.096
11 H 2.940 -2.262 -0.279  O2 0.976
12 H -0.455 -1.076 -2.331  O7 0.966
13 H 3.032 -0.720 -0.006  O2 0.965
14 O 1.497 1.222 1.129  C1 1.449, H5 0.965
15 H -3.297 -2.062 -1.151  O21 0.938
16 C -0.368 2.225 0.039  C1 1.524, H10 1.096, H17 1.085, H20 1.089
17 H -0.511 1.726 -0.913  C16 1.085
18 C -0.608 0.001 1.224  C1 1.504, H3 1.092, H9 1.092, H19 1.095
19 H -0.401 -0.484 0.264  C18 1.095
20 H -1.221 2.851 0.300  C16 1.089
21 O -2.361 -2.095 -1.205  H6 0.960, H15 0.938


| no. | total energy (eV) |
| --- | --- |
| 1 | -11527.18413 |
| 2 | -11527.97681 |
| 3 | -11527.88353 |